[1]
{
  "formula": "C20H27ClFN2O",
  "method": "wB97M-V/def2-TZVPD",
  "species": ["C", "C", "N", "C", "C", "C", "C", "N", "C", "C", "C", "C", "Cl", "C", "C", "C", "O", "C", "C", "C", "C", "C", "C", "C", "F", "H", "H", "H", "H", "H", "H", "H", "H", "H", "H", "H", "H", "H", "H", "H", "H", "H", "H", "H", "H", "H", "H", "H", "H", "H", "H", "H"],
  "xyz": [[-2.761, -0.717, -1.064], [-2.577, 0.790, -1.188], [-2.027, 1.401, 0.027], [-2.732, 1.037, 1.262], [-4.218, 1.386, 1.315], [-1.832, 2.842, -0.107], [-0.565, 3.199, 0.693], [0.378, 2.088, 0.462], [1.359, 2.301, -0.636], [2.494, 1.325, -0.510], [3.710, 1.719, 0.021], [4.740, 0.802, 0.165], [6.249, 1.306, 0.828], [4.548, -0.517, -0.219], [3.335, -0.919, -0.748], [2.298, -0.007, -0.903], [1.066, -0.290, -1.409], [0.767, -1.630, -1.740], [0.700, -2.565, -0.553], [0.887, -3.930, -0.745], [0.809, -4.822, 0.308], [0.548, -4.365, 1.590], [0.360, -3.013, 1.811], [0.433, -2.140, 0.742], [0.231, -0.812, 1.001], [-3.623, -0.970, -0.455], [-2.920, -1.138, -2.053], [-1.880, -1.177, -0.626], [-1.861, 0.993, -1.990], [-3.533, 1.251, -1.468], [-2.606, -0.036, 1.405], [-2.221, 1.536, 2.090], [-4.616, 1.092, 2.282], [-4.778, 0.861, 0.546], [-4.385, 2.454, 1.194], [-1.676, 3.080, -1.161], [-2.680, 3.434, 0.246], [-0.147, 4.152, 0.370], [-0.794, 3.267, 1.757], [-0.351, 1.304, 0.231], [0.892, 1.820, 1.302], [1.745, 3.320, -0.567], [0.846, 2.170, -1.589], [3.866, 2.745, 0.318], [5.346, -1.232, -0.105], [3.213, -1.952, -1.029], [-0.215, -1.577, -2.223], [1.482, -2.018, -2.475], [1.094, -4.291, -1.742], [0.956, -5.875, 0.129], [0.491, -5.056, 2.415], [0.155, -2.625, 2.795]],
  "total_charge": 1,
  "energy_ev": -41440.0772
}

[2]
{
  "formula": "C20H27F5N2O3Sr",
  "method": "wB97M-V/def2-TZVPD",
  "species": ["Sr", "C", "C", "C", "C", "C", "C", "C", "O", "C", "C", "C", "H", "H", "H", "H", "H", "H", "H", "H", "H", "H", "H", "H", "C", "C", "N", "C", "C", "N", "C", "C", "H", "H", "H", "H", "H", "H", "H", "H", "H", "H", "H", "H", "F", "C", "F", "C", "F", "F", "F", "C", "O", "C", "O", "H", "H", "H"],
  "xyz": [[-2.427, -0.402, -1.217], [6.440, -0.325, -0.882], [4.966, -0.227, -1.132], [4.405, 0.918, -1.681], [3.041, 1.016, -1.920], [2.512, 2.284, -2.528], [2.211, -0.082, -1.600], [0.794, 0.057, -1.909], [-0.046, -0.839, -1.826], [2.763, -1.251, -1.031], [1.971, -2.468, -0.657], [4.131, -1.292, -0.808], [6.957, 0.585, -1.181], [6.869, -1.160, -1.437], [6.641, -0.501, 0.176], [5.045, 1.755, -1.930], [3.322, 3.004, -2.626], [1.719, 2.731, -1.926], [2.095, 2.116, -3.523], [0.464, 1.046, -2.248], [0.950, -2.242, -0.374], [2.469, -2.986, 0.162], [1.920, -3.158, -1.503], [4.560, -2.183, -0.365], [-1.527, -1.864, 1.808], [-1.313, -1.844, 3.343], [-1.214, -0.469, 3.821], [-2.456, 0.237, 3.515], [-2.720, 0.213, 1.990], [-1.603, -0.480, 1.305], [-0.348, 0.227, 1.616], [-0.107, 0.201, 3.146], [-2.453, -2.377, 1.537], [-0.701, -2.367, 1.299], [-0.398, -2.371, 3.622], [-2.144, -2.327, 3.860], [-2.365, 1.261, 3.883], [-3.269, -0.241, 4.063], [-2.790, 1.221, 1.574], [-3.644, -0.319, 1.752], [-0.436, 1.247, 1.236], [0.465, -0.264, 1.077], [-0.026, 1.213, 3.547], [0.815, -0.328, 3.394], [-4.619, -3.065, 0.011], [-4.703, -1.750, -0.474], [-5.531, -1.100, 0.455], [-5.550, -1.855, -1.719], [-6.776, -2.376, -1.611], [-5.694, -0.609, -2.252], [-4.883, -2.583, -2.651], [-0.726, 4.346, -1.510], [-0.814, 2.977, -1.903], [-1.768, 2.197, -1.210], [-2.380, 2.752, -0.316], [0.010, 4.815, -2.161], [-0.416, 4.439, -0.466], [-1.688, 4.846, -1.619]],
  "total_charge": 0,
  "energy_ev": -44723.8860
}

[3]
{
  "formula": "C20H27FN4O",
  "method": "wB97M-V/def2-TZVPD",
  "species": ["C", "C", "N", "C", "C", "C", "C", "C", "N", "C", "C", "C", "N", "N", "C", "C", "C", "C", "C", "O", "C", "C", "F", "C", "C", "C", "H", "H", "H", "H", "H", "H", "H", "H", "H", "H", "H", "H", "H", "H", "H", "H", "H", "H", "H", "H", "H", "H", "H", "H", "H", "H", "H"],
  "xyz": [[-0.765, -2.171, -2.715], [-0.907, -2.453, -1.222], [-2.223, -2.035, -0.768], [-2.717, -2.721, 0.412], [-2.161, -1.946, 1.613], [-2.161, -0.490, 1.126], [-3.281, 0.378, 1.712], [-2.768, 1.783, 1.427], [-1.352, 1.690, 1.744], [-0.501, 2.724, 1.184], [-0.355, 2.672, -0.307], [-1.245, 3.230, -1.243], [-0.916, 2.912, -2.479], [0.159, 2.141, -2.374], [0.559, 1.966, -1.085], [1.725, 1.159, -0.762], [2.009, 0.000, -1.488], [3.103, -0.775, -1.181], [3.981, -0.439, -0.146], [5.012, -1.296, 0.044], [5.957, -1.058, 1.066], [3.695, 0.732, 0.558], [4.493, 1.167, 1.568], [2.597, 1.516, 0.261], [-0.918, 0.311, 1.546], [-2.308, -0.625, -0.419], [0.212, -2.492, -3.070], [-0.889, -1.110, -2.921], [-1.534, -2.709, -3.263], [-0.091, -1.958, -0.669], [-0.814, -3.529, -1.061], [-3.810, -2.654, 0.400], [-2.434, -3.773, 0.407], [-2.762, -2.084, 2.510], [-1.142, -2.275, 1.825], [-4.254, 0.182, 1.266], [-3.344, 0.224, 2.790], [-2.950, 2.042, 0.372], [-3.232, 2.546, 2.058], [-0.939, 3.685, 1.468], [0.471, 2.631, 1.673], [-2.091, 3.861, -1.055], [0.623, 1.805, -3.203], [1.354, -0.309, -2.288], [3.316, -1.675, -1.735], [6.657, -1.889, 1.008], [6.494, -0.119, 0.909], [5.489, -1.047, 2.054], [2.451, 2.421, 0.828], [-0.112, 0.229, 0.810], [-0.533, -0.065, 2.504], [-3.293, -0.262, -0.730], [-1.556, -0.050, -0.957]],
  "total_charge": 0,
  "energy_ev": -31902.6052
}

Q: Which relative energy (zero: lowest compared OMol25 entry of this formula, charge and spin) values were calculated for the entries above? A: 6.8 0.0 31.3, in kcal/mol.
Q: Which frontier orbital gap values were calculated for the entries above? A: 0.3383 0.2534 0.3214, in Eh.